{
  "formula": "C5H7N",
  "method": "ωB97M-V/def2-TZVPD",
  "spin_multiplicity": 1,
  "relative_energy_kj_mol": 105.6,
  "charge": 0,
  "e_lumo_ev": 0.903,
  "total_energy_ev": -6787.418,
  "smiles": "CC1(C#N)CC1",
  "e_homo_ev": -10.45,
  "orbital_gap_ev": 11.36,
  "symbols": ["C", "C", "C", "C", "C", "N", "H", "H", "H", "H", "H", "H", "H"],
  "xyz": [[-1.3532, -0.6522, 0.3822], [-0.1799, 0.1805, -0.1133], [1.1392, 0.4149, 0.6101], [1.0707, -0.5730, -0.5057], [-0.5161, 1.3834, -0.8541], [-0.6907, 2.4242, -1.3315], [-1.0148, -1.4239, 1.0815], [-2.1325, -0.0599, 0.8695], [-1.8073, -1.1648, -0.4747], [1.2792, 0.0964, 1.6373], [1.5991, 1.3697, 0.3675], [1.0529, -1.6201, -0.2127], [1.5535, -0.3752, -1.4561]]
}